# C16H26N10O2TeZr

A molecular structure, C16H26N10O2TeZr (ωB97M-V/def2-TZVPD, OMol25).

Element x y z (Å)
Zr -0.395873 -0.587751 0.460947
C 4.083050 -0.068009 -0.489477
C 2.655833 0.002387 -0.077554
N 1.789250 -0.919327 -0.251976
C 2.076353 -2.145636 -1.018558
C 0.792965 -2.812498 -1.526700
N -0.308415 -2.683489 -0.544722
C -1.648506 -3.151658 -1.005568
C -2.775999 -2.444728 -0.252600
N -2.584800 -0.974787 -0.424388
C -3.606691 -0.067151 0.194858
C -3.120064 0.596963 1.475574
N -1.737314 1.072202 1.271131
C -1.148532 1.848887 2.104220
C -1.782404 2.469385 3.300687
C 0.323730 2.068622 1.850267
C 1.092041 3.059263 2.436908
C 2.453710 3.079068 2.167282
C 3.020775 2.114317 1.342056
C 2.191169 1.163631 0.774626
N 0.880518 1.184840 1.018243
H 4.222755 -0.613111 -1.420187
H 4.626696 -0.613664 0.291607
H 4.539064 0.913376 -0.588987
H 2.624104 -2.815464 -0.355263
H 2.709871 -1.920970 -1.877129
H 0.995004 -3.862036 -1.747468
H 0.462132 -2.343814 -2.454131
H -0.045123 -3.207297 0.297165
H -1.737930 -4.232935 -0.900972
H -1.717686 -2.927388 -2.073898
H -2.746401 -2.678645 0.809751
H -3.750438 -2.763648 -0.627793
H -2.636979 -0.806078 -1.421810
H -4.533110 -0.612192 0.378587
H -3.821301 0.702397 -0.546559
H -3.106784 -0.115710 2.301781
H -3.786495 1.417010 1.743808
H -2.540077 1.807733 3.716110
H -2.272337 3.407725 3.022795
H -1.047786 2.683017 4.072084
H 0.646451 3.788505 3.098213
H 3.081537 3.834983 2.619744
H 4.087112 2.101408 1.171899
O -1.193714 -1.657426 1.914759
O -0.041067 -0.951162 2.473479
N 1.330659 2.551725 -3.839706
N 0.592247 1.534127 -3.274171
N -0.235277 0.809028 -3.994597
C -0.814722 0.080589 -3.054899
N -0.350279 0.365331 -1.832183
N 0.564306 1.324417 -2.004240
H 1.409799 2.360955 -4.833116
H 2.222890 2.617237 -3.364378
H -1.569167 -0.653522 -3.284976
Te 1.581250 -2.329033 2.779425

Force components x, y, z for each atom (eV/Å):
0.043 -0.408 -0.454
0.065 -0.067 0.034
0.044 0.247 0.510
-0.445 0.192 -0.711
0.106 0.109 0.172
-0.130 0.016 0.035
-0.006 0.084 0.030
0.123 0.022 -0.022
0.052 0.069 0.070
0.091 -0.073 0.327
0.031 -0.109 -0.159
0.182 0.114 0.037
0.016 -0.204 0.183
0.256 0.140 -0.105
-0.089 0.019 -0.074
-0.093 0.063 -0.079
-0.057 -0.027 0.055
0.066 -0.025 -0.031
0.017 0.117 0.058
0.060 -0.270 -0.243
-0.088 -0.107 0.007
-0.020 -0.007 0.012
0.006 0.006 -0.014
-0.037 0.017 -0.011
-0.025 -0.035 0.016
0.038 -0.070 0.002
0.044 0.001 -0.041
0.001 0.026 -0.003
-0.012 0.007 0.026
-0.035 -0.011 0.000
-0.025 -0.005 -0.007
0.016 -0.015 0.013
0.035 -0.009 -0.125
0.038 0.058 -0.007
-0.008 0.013 0.038
-0.018 0.023 0.021
0.022 -0.006 0.018
-0.045 0.010 -0.077
0.001 0.012 0.018
0.014 -0.002 -0.002
-0.002 -0.004 0.006
0.035 0.010 0.002
-0.005 -0.002 -0.001
-0.005 0.009 0.003
-0.052 0.014 0.352
-0.146 -0.178 0.222
-0.197 -0.223 0.193
-0.048 0.243 -0.310
0.066 0.018 0.179
-0.142 -0.065 -0.062
0.375 0.255 -0.021
-0.121 -0.124 0.077
0.086 0.048 0.012
0.043 0.027 -0.115
0.025 0.000 -0.009
-0.144 0.059 -0.043

## Properties
Largest force on an atom = 0.860 eV/Å
Energy above the lowest of the compared OMol25 structures with the same formula, charge and spin = 36.8 kcal per mole
Charge = +2

---

# C16H26N2O

A single C16H26N2O molecule (ωB97M-V/def2-TZVPD, OMol25).

Element x y z (Å)
C -5.542425 -2.427564 -0.179294
C -4.434326 -2.001714 0.776821
C -3.952833 -0.567727 0.549099
C -3.185045 -0.396105 -0.759616
C -2.745312 1.046037 -1.020922
C -1.789940 1.639080 0.016978
C -0.479280 0.864481 0.141006
C 0.521046 1.534448 1.087516
C 1.167885 2.812574 0.549299
C 2.083562 2.602357 -0.665863
C 3.271718 1.733731 -0.296238
O 4.286680 2.181689 0.185048
N 3.060713 0.404285 -0.541829
C 3.898398 -0.676340 -0.273985
C 5.186932 -0.555192 0.242615
C 5.918699 -1.709504 0.462671
C 5.347928 -2.936933 0.163246
N 4.124803 -3.059038 -0.326616
C 3.424430 -1.964862 -0.537628
H -5.898428 -3.422922 0.076809
H -6.381701 -1.737834 -0.119432
H -5.188517 -2.450911 -1.206659
H -3.587693 -2.685437 0.678745
H -4.806326 -2.083930 1.801013
H -4.812923 0.106099 0.554121
H -3.307012 -0.288658 1.383782
H -3.822034 -0.702205 -1.591473
H -2.315344 -1.056068 -0.756796
H -2.263865 1.086402 -2.002121
H -3.635355 1.678410 -1.068471
H -1.574680 2.667786 -0.279620
H -2.278823 1.678415 0.991558
H -0.046577 0.746305 -0.855425
H -0.691286 -0.134215 0.526991
H -0.001388 1.784144 2.014097
H 1.306817 0.821170 1.347597
H 1.765234 3.258378 1.347233
H 0.392803 3.530831 0.277231
H 2.471997 3.574158 -0.974018
H 1.527242 2.171928 -1.498990
H 2.161110 0.145533 -0.923598
H 5.592580 0.418258 0.463207
H 6.919391 -1.651719 0.861604
H 5.883152 -3.863525 0.319025
H 2.428011 -2.114118 -0.938738

Force components x, y, z for each atom (eV/Å):
0.196 -0.031 0.140
-0.144 0.189 -0.002
0.210 -0.309 -0.121
-0.150 0.276 0.105
0.041 -0.071 0.098
0.061 -0.171 -0.301
-0.094 0.203 0.340
-0.009 0.031 -0.104
-0.028 -0.152 0.041
0.031 0.188 0.223
-0.450 0.109 -0.374
0.259 0.098 0.201
-0.315 -0.234 -0.235
0.427 -0.313 0.181
-0.017 0.089 -0.001
-0.207 -0.115 -0.091
0.349 0.019 0.142
-0.183 -0.342 -0.098
-0.046 0.361 0.010
-0.087 -0.083 -0.052
-0.127 0.057 -0.032
-0.037 -0.018 -0.136
0.044 -0.031 0.087
0.067 -0.071 0.020
-0.039 0.100 0.063
-0.017 0.107 0.060
0.047 -0.089 -0.045
0.023 -0.103 -0.046
-0.027 0.083 -0.047
-0.031 0.021 -0.097
-0.026 0.067 0.080
0.017 0.071 0.086
0.024 -0.108 -0.124
0.021 -0.091 -0.089
0.026 -0.060 0.065
-0.027 0.014 0.109
-0.029 0.093 -0.030
0.034 0.073 0.031
0.039 -0.119 -0.068
0.001 -0.001 -0.061
0.118 0.179 0.048
-0.010 0.016 -0.004
0.082 -0.009 0.032
0.126 -0.026 0.049
-0.144 0.103 -0.052

## Properties
Largest force on an atom = 0.595 eV/Å
SMILES = CCCCCCCCCCC(=O)Nc1cccnc1
Energy above the lowest of the compared OMol25 structures with the same formula, charge and spin = 1.4 kcal per mole

---

# C16H26N3O4

2 unconnected molecules or ions with the total composition C16H26N3O4 (ωB97M-V/def2-TZVPD, OMol25).

Element x y z (Å)
C 2.585703 0.184446 1.577102
C 2.903411 -0.772617 0.304570
C 1.632019 -1.741108 -0.020465
C 0.527863 -0.812487 -0.781245
C -0.542087 -1.666133 -1.614512
C -1.907653 -1.997546 -0.833763
N -2.182513 -1.133176 0.351938
C -2.474375 -1.915742 1.587908
C -2.607868 -0.830970 2.796319
O -3.564927 0.231729 2.510135
C -2.935419 1.426858 2.076251
C -1.836833 2.213136 2.828514
C -1.224286 3.499237 2.160438
C -1.682448 4.023730 0.763838
C -2.819615 3.263011 0.024412
C -3.409028 2.001458 0.690725
C -1.319631 -2.927729 2.033402
O -1.311929 -4.150598 1.613856
O -0.288182 -2.591553 2.924827
H 2.505182 -0.412891 2.554423
H 1.617571 0.781577 1.456863
H 3.422683 0.971710 1.732399
H 3.125934 -0.087272 -0.588597
H 3.798411 -1.424615 0.605838
H 1.262847 -2.131583 0.987600
H 1.941839 -2.609813 -0.694201
H 0.086969 -0.030316 -0.079304
H 1.147619 -0.220075 -1.562514
H -0.050518 -2.687553 -1.855508
H -0.741710 -1.151901 -2.613704
H -2.769935 -1.803654 -1.587664
H -1.936208 -3.123383 -0.624717
H -3.066990 -0.629473 0.143113
H -3.513633 -2.422255 1.485809
H -1.588624 -0.455750 3.146360
H -3.037717 -1.441196 3.682494
H -1.479992 1.845036 3.848679
H -0.399441 4.041535 2.737726
H -1.237879 4.931195 0.240557
H -3.237260 3.545979 -1.005160
H -4.243942 1.434289 0.134199
C 3.551451 0.456367 -3.984068
O 2.836638 -0.458250 -3.612820
N 4.625155 0.880503 -3.271243
N 3.335952 1.131063 -5.142756
H 5.226153 1.631100 -3.558369
H 4.817469 0.404046 -2.404269
H 2.547474 0.845156 -5.699807
H 3.912296 1.886479 -5.465609

Force components x, y, z for each atom (eV/Å):
0.318 0.217 0.082
-0.753 -0.092 0.996
0.182 1.567 0.150
1.210 -0.330 -0.726
0.489 -0.382 0.564
-0.600 -0.218 -1.655
-0.664 -1.095 -0.201
-0.272 1.487 1.462
0.371 -2.370 0.978
1.951 2.015 -0.753
1.015 2.931 -2.040
-1.260 0.995 -3.251
-2.341 -1.675 -1.694
-1.815 -3.153 1.425
1.057 -1.868 3.727
1.824 1.407 1.124
4.576 -3.035 2.515
-1.345 3.516 0.099
-4.846 0.449 -3.568
0.022 0.728 -1.539
1.248 -0.967 0.036
-1.177 -1.279 -0.323
-0.122 -1.199 1.109
-1.056 1.022 -0.688
0.221 0.335 -1.411
-0.389 1.220 0.857
0.265 -1.355 -0.880
-0.987 -0.932 1.133
-0.716 1.694 0.225
0.124 -0.583 1.362
1.296 -0.423 1.016
0.062 1.699 0.225
1.066 -0.376 0.316
1.781 0.261 0.317
-1.361 -0.453 -0.894
0.560 1.171 -1.318
-0.464 0.670 -1.720
-1.370 -0.858 -1.031
-0.491 -1.380 1.113
0.893 -0.284 1.803
1.503 0.943 1.066
-0.394 -0.563 0.350
0.154 0.173 -0.185
0.633 0.061 0.561
-0.317 0.292 -0.830
-0.091 -0.061 0.019
-0.085 0.090 -0.131
0.147 0.057 0.140
-0.052 -0.072 0.066

## Properties
Calculated total energy = -1090.3438 Ha
Largest force on an atom = 6.040 eV/Å
Charge = -1

---

# C16H26N4O2PtS5

A molecular structure, C16H26N4O2PtS5 (ωB97M-V/def2-TZVPD, OMol25).

Element x y z (Å)
Pt 1.458708 -1.036305 1.970858
S 3.445925 -2.302939 1.687296
S 4.024286 -2.957207 3.443266
S 3.115773 -1.805642 5.061664
S 1.379060 -1.146832 4.512443
C 1.357461 4.540342 -3.650246
C 1.701898 4.085490 -2.234448
C 1.379338 2.602167 -2.067653
N 1.468653 2.200075 -0.662118
C 2.155068 1.231826 -0.116881
S 2.284335 1.217136 1.630259
N 2.832622 0.297752 -0.817859
C 2.721656 -0.187711 -2.181989
O 3.737801 -0.513327 -2.720853
C 1.367297 -0.337491 -2.758884
C 1.274104 -0.453029 -4.147047
C 0.052400 -0.707130 -4.743829
C -1.087004 -0.843601 -3.961796
C -1.001068 -0.719398 -2.581569
C 0.220425 -0.473401 -1.979974
H 1.620732 5.586861 -3.786157
H 0.288953 4.432470 -3.840409
H 1.900446 3.955462 -4.393598
H 1.125579 4.671415 -1.512502
H 2.762078 4.249640 -2.033791
H 2.066538 2.006826 -2.660452
H 0.364536 2.400555 -2.419521
H 1.001728 2.822075 -0.013270
H 3.683191 -0.030269 -0.377598
H 2.170291 -0.352691 -4.745612
H -0.011336 -0.807849 -5.818487
H -2.041436 -1.055957 -4.424571
H -1.890036 -0.816801 -1.971492
H 0.276180 -0.403911 -0.899484
C -2.706419 -3.173628 3.352834
N -1.734946 -2.463076 2.523089
C -0.757669 -3.311462 1.862507
C -1.657353 -1.117086 2.464602
O -0.660956 -0.502721 1.971333
N -2.667873 -0.367776 2.965745
C -2.373601 1.017298 3.314580
C -4.078679 -0.661505 2.730655
H -2.188983 -3.952248 3.912810
H -3.481400 -3.645086 2.747650
H -3.164608 -2.499075 4.066572
H -0.592628 -4.204841 2.460247
H 0.211801 -2.804197 1.745568
H -1.082356 -3.614118 0.865819
H -1.359654 1.098366 3.695859
H -3.070883 1.334198 4.087992
H -2.480845 1.682974 2.454473
H -4.201896 -1.508233 2.060746
H -4.548139 0.208665 2.270554
H -4.609091 -0.865050 3.662686

Force components x, y, z for each atom (eV/Å):
0.472 0.292 0.448
-1.591 0.894 -0.362
-0.040 1.224 1.780
-0.513 -1.030 -1.641
0.991 -0.233 0.089
0.011 -0.038 0.110
-0.057 -0.084 -0.062
0.106 0.474 -0.270
0.043 -0.056 0.101
0.147 0.056 -0.378
-0.498 -1.446 0.070
-0.117 0.093 0.005
-0.153 0.024 -0.108
0.011 0.012 0.112
-0.110 -0.274 -0.139
0.151 -0.017 0.032
-0.026 0.029 -0.019
0.009 0.003 0.027
-0.098 0.017 0.049
0.131 0.057 0.139
0.000 -0.002 -0.028
0.004 0.010 -0.041
0.003 0.020 -0.023
0.033 0.013 0.033
-0.016 0.028 0.093
-0.016 0.074 0.033
0.041 -0.135 0.047
-0.100 -0.120 0.061
-0.011 -0.018 0.057
0.005 -0.035 0.009
0.005 0.015 -0.001
0.004 0.030 -0.017
0.012 -0.034 -0.019
-0.027 -0.038 0.056
-0.056 -0.119 0.122
0.278 0.135 0.102
-0.208 0.052 -0.184
-0.556 -0.173 0.247
1.350 0.308 -0.227
0.347 -0.096 -0.210
0.000 0.142 -0.078
-0.267 -0.059 0.104
0.025 0.011 -0.032
0.001 0.024 0.014
0.032 0.008 -0.001
0.041 0.033 0.034
0.028 -0.084 -0.032
0.044 0.042 -0.036
-0.021 0.026 0.019
-0.002 -0.044 0.006
-0.001 -0.032 0.006
0.043 0.030 -0.003
0.079 -0.006 -0.067
0.035 0.001 -0.022

## Properties
Largest force on an atom = 2.161 eV/Å
Energy above the lowest of the compared OMol25 structures with the same formula, charge and spin = 54.0 kcal per mole
Charge = +2